Molecular formula: C43H35BrF5N6O2PS2SbSr
Method: DFT, ωB97M-V/def2-TZVPD

Properties
E_LUMO: 0.054 Eh
Kohn-Sham gap: 3.686 eV
E_HOMO: -0.082 Eh

Structure (ORCA input):
```
! RIJCOSX wB97M-V def2-TZVPD def2/J DEFGRID3
* xyz -1 1
Sr 1.51712 0.21313 0.50887
C -3.36128 0.19243 3.23057
N -2.09558 -0.41157 2.89107
C -1.75208 -1.70227 3.19207
C -0.46338 -1.83857 2.74547
N -0.02408 -0.66917 2.19337
C -1.01998 0.19413 2.26647
P -1.03628 1.92693 1.72117
C 0.55592 2.65933 2.16837
N 1.77052 2.23053 1.88957
C 2.65302 3.11513 2.43987
C 1.98172 4.12213 3.08057
N 0.65592 3.82833 2.90547
C -0.42718 4.62853 3.42467
C -1.06558 1.80183 -0.09163
N -0.10238 1.39183 -0.89643
C -0.57588 1.48783 -2.17383
C -1.85388 1.98303 -2.17433
N -2.15518 2.18473 -0.85413
C -3.39818 2.74493 -0.38133
H -3.98088 -0.53217 3.76577
H -3.86528 0.49213 2.30907
H -3.17768 1.05503 3.87647
H -2.42138 -2.39127 3.68687
H 0.17642 -2.70957 2.79627
H 3.72152 2.97433 2.34287
H 2.32762 4.98903 3.62567
H -0.02068 5.48703 3.96627
H -1.01938 4.01633 4.10957
H -1.03478 4.98273 2.58807
H 0.03342 1.20063 -3.02053
H -2.54178 2.20493 -2.97753
H -4.03908 2.98533 -1.23393
H -3.18238 3.66013 0.17617
H -3.89688 2.00773 0.25187
F 8.50162 -0.67297 5.87507
C 7.45002 -0.53677 5.05187
C 6.87592 -1.65717 4.47137
F 7.37832 -2.87337 4.73837
C 5.78502 -1.52337 3.61657
F 5.26832 -2.64367 3.08177
C 5.25682 -0.25257 3.33497
S 3.90572 -0.08047 2.27707
C 5.84942 0.87263 3.93077
F 5.39592 2.11833 3.70607
C 6.93982 0.72403 4.78367
F 7.50382 1.80203 5.35147
Br 8.05142 1.61463 -3.64463
C 6.28422 2.27993 -3.76713
C 5.96742 3.21013 -4.75653
C 4.66652 3.70173 -4.84903
C 3.69022 3.26103 -3.95253
C 3.99582 2.32373 -2.95043
C 5.31222 1.83773 -2.87053
C 2.93262 1.84893 -1.98023
O 1.76602 2.33523 -2.11733
O 3.28812 1.00053 -1.10303
H 6.72242 3.55543 -5.45523
H 4.40512 4.42623 -5.61403
H 2.67272 3.64433 -4.02343
H 5.55632 1.11163 -2.09703
S -0.88328 -1.21577 -0.56063
Sb -2.50238 -2.28157 -1.18343
C -4.02928 -1.79907 0.25507
C -4.68468 -2.78027 1.00957
C -5.67178 -2.41597 1.93137
C -6.00808 -1.07017 2.10297
C -5.35688 -0.08767 1.35237
C -4.37018 -0.45157 0.43107
C -1.76408 -4.28687 -1.46093
C -2.33348 -5.38267 -0.79963
C -1.82808 -6.67067 -1.00553
C -0.75058 -6.86987 -1.87283
C -0.17808 -5.78047 -2.53443
C -0.68348 -4.49307 -2.32893
C -3.00728 -1.38517 -3.06263
C -4.27828 -0.82757 -3.24683
C -4.61608 -0.24107 -4.47063
C -3.68408 -0.21027 -5.51253
C -2.41388 -0.76587 -5.33043
C -2.07548 -1.35287 -4.10693
H -4.44048 -3.82047 0.89117
H -6.17628 -3.17717 2.51247
H -6.77208 -0.78937 2.81627
H -5.61648 0.95483 1.48397
H -3.86988 0.31413 -0.14753
H -3.16408 -5.25017 -0.13013
H -2.27208 -7.51417 -0.49293
H -0.35998 -7.86667 -2.03163
H 0.65722 -5.93317 -3.20563
H -0.23128 -3.65727 -2.84303
H -5.00438 -0.84947 -2.44543
H -5.59938 0.18883 -4.61133
H -3.94568 0.24383 -6.45953
H -1.69198 -0.74127 -6.13653
H -1.09108 -1.77737 -3.97293
H 2.39362 -1.88957 -0.22043
*
```

Results of the Löwdin charge analysis, in e, for atoms 1 through 5: number 1, Sr, carries 0.87; number 2, C, carries -0.05; number 3, N, carries -0.11; number 4, C, carries -0.06; number 5, C, carries -0.13